(1)
Density functional theory data (ωB97M-V/def2-TZVPD) for a cluster of 9 separate species, C50H117F6N6O13S2 in total.

```
194
C50H117F6N6O13S2 | the OMol25 dataset | ωB97M-V/def2-TZVPD
S 25.38096 -1.05098 18.50974
S 13.99456 3.69502 17.52462
F 16.28258 2.43176 16.72639
F 22.72817 -0.84241 18.94528
F 23.47511 0.05283 17.02476
F 23.73088 1.02511 18.97131
F 14.49236 1.19400 16.66866
F 14.84413 2.82016 15.20184
O 13.81999 3.08551 18.84396
O 16.45057 -3.39336 29.68306
O 12.70457 -3.65116 26.23887
O 16.99165 -0.38159 22.48143
O 26.39514 0.00810 18.38293
O 25.35061 -1.63920 19.87227
O 18.50245 8.41817 13.27495
O 25.27357 -2.06345 17.43056
O 12.65176 3.83045 16.81865
O 14.74984 4.95838 17.53465
O 15.26943 6.74612 22.61823
O 23.42521 3.39026 27.47110
O 16.40031 4.61777 26.18088
N 22.17944 -4.13753 13.05106
N 23.59899 1.48043 25.11471
N 18.75730 8.14001 16.41233
N 15.44751 4.02821 23.40159
N 11.71107 -3.66312 20.41124
N 15.55433 -2.90136 26.71220
C 12.90804 -5.31235 19.11971
C 17.76481 0.05961 20.25827
C 23.70302 -0.14009 18.32209
C 19.76249 5.70092 16.84389
C 12.58909 -4.68195 27.24796
C 25.88217 2.18596 24.19859
C 23.80636 4.55462 28.23343
C 21.18911 1.51389 26.07868
C 16.77862 4.91449 27.52498
C 18.41377 9.68411 18.44193
C 16.74588 4.90505 23.20598
C 16.40639 -3.98319 30.93738
C 12.97842 -5.73341 20.59025
C 21.95616 -4.53543 14.57569
C 13.01359 -2.35156 26.78461
C 22.64354 -6.64240 12.25450
C 16.34262 6.38972 23.50865
C 14.51746 4.20936 24.62398
C 15.16635 3.93238 25.96955
C 7.11773 -3.92627 22.61863
C 22.83897 -7.55445 11.04331
C 24.48609 2.50224 27.25989
C 21.90955 -5.30113 12.01358
C 20.47869 -4.44776 14.66531
C 23.56825 -3.50168 12.89375
C 24.42343 2.51751 24.31451
C 23.70261 0.16519 24.28780
C 12.54480 -3.86463 19.08584
C 24.18412 1.24133 26.53220
C 17.84203 -0.78269 21.48492
C 14.96286 2.44091 16.47408
C 12.49417 -4.54483 21.39379
C 9.29286 -3.76622 21.41506
C 18.30608 7.94251 11.90403
C 14.41952 -2.32129 27.56334
C 21.58998 -8.04053 10.37005
C 17.50327 8.80172 15.67311
C 18.88991 6.64081 15.96534
C 16.88425 -3.29840 27.39347
C 14.61422 7.95411 22.99792
C 21.04925 -3.04272 12.87993
C 17.34067 8.36844 14.15172
C 8.05465 -4.62723 21.65851
C 11.87423 -2.10624 20.76791
C 20.04728 8.89977 16.09396
C 20.00641 -3.20792 13.95496
C 16.63732 -4.24241 28.63308
C 18.39718 8.22101 17.93439
C 22.19381 2.13444 25.06748
C 10.15281 -4.20349 20.23593
H 16.49318 9.02593 13.95791
H 20.95611 -7.26553 9.93913
H 15.41200 -3.95642 31.38299
H 12.09044 -2.03500 27.27007
H 11.92228 -5.42539 26.81118
H 11.12921 -1.76394 21.48616
H 13.58255 -5.05912 27.49060
H 13.85710 -5.38867 18.58910
H 24.35467 4.19092 29.10245
H 20.00329 -2.33640 14.60960
H 8.36491 -5.57774 22.09252
H 16.31495 5.88323 27.71116
H 16.75317 -5.01642 30.92042
H 22.15624 -7.08235 13.12461
H 13.72411 3.48615 24.43516
H 21.94629 1.96898 24.01892
H 11.79120 -4.74218 22.20310
H 24.25078 -4.35127 12.91494
H 16.16550 6.46530 24.58150
H 23.51327 0.36666 23.23344
H 13.44557 -3.26535 19.21849
H 17.13121 -3.34754 31.44599
H 19.36534 6.54681 14.98901
H 17.88025 6.23011 15.96827
H 10.17158 -5.28512 20.10243
H 19.14298 7.56566 18.38427
H 17.58528 10.19557 17.95191
H 12.34915 -6.61400 20.71939
H 21.80842 -8.65731 9.49829
H 23.69027 -2.73570 13.65958
H 19.86563 9.97123 16.00980
H 17.15103 -2.29458 27.72403
H 18.40403 0.94233 20.27559
H 13.89656 5.10016 24.52879
H 15.68634 3.04690 23.41112
H 17.79878 5.28426 27.62817
H 23.53420 -3.11706 11.87444
H 20.59605 -3.20352 11.90174
H 12.92170 -1.88932 20.97730
H 9.82683 -3.66300 19.34728
H 21.35650 1.98937 27.04512
H 23.45476 0.55754 26.96644
H 16.93485 7.35865 14.21272
H 19.33471 10.21201 18.19437
H 24.70847 -0.24501 24.37765
H 14.00305 -5.98867 20.86058
H 7.45750 -4.01012 23.65093
H 18.31771 9.69910 19.52759
H 15.78281 -4.85633 28.34846
H 20.79322 6.01965 16.99912
H 19.39540 5.50744 17.85181
H 15.63787 -2.33584 25.87955
H 15.26237 -3.76340 26.27430
H 19.80194 4.77727 16.26647
H 14.09453 8.34771 22.12436
H 14.35877 -2.94337 28.45632
H 22.93565 5.09543 28.60423
H 14.44517 4.09993 26.76950
H 24.44103 3.46702 24.84951
H 15.41603 8.66978 23.17960
H 22.56406 -5.41992 14.76605
H 23.48139 -7.04816 10.32284
H 16.61301 8.48514 16.21654
H 13.20734 -3.85542 21.84567
H 26.00913 1.32582 23.54122
H 26.58618 2.06642 25.02211
H 14.84362 4.12479 22.59779
H 18.10510 6.87616 11.80102
H 8.97890 -2.73099 21.28156
H 21.43971 -2.02757 12.80837
H 17.22260 7.01941 23.37739
H 6.19791 -4.50127 22.51184
H 25.13396 0.71438 26.44148
H 18.19703 -0.33738 19.33975
H 16.77033 0.44970 20.04159
H 18.84598 -1.02552 21.83308
H 23.92396 2.56502 23.34684
H 12.00927 -3.54503 18.19188
H 22.85285 -0.36388 24.71917
H 22.27487 3.22045 25.11342
H 16.59083 4.23201 28.35386
H 23.39181 -8.41632 11.41700
H 17.51182 4.58587 23.91278
H 17.12521 4.88516 22.18431
H 21.23197 0.42547 26.03866
H 12.13624 -4.43839 28.20906
H 19.97863 -5.35132 14.31654
H 25.33694 2.91152 26.71523
H 20.94491 -8.56190 11.07727
H 14.70776 -1.27919 27.70133
H 19.17496 8.18400 11.29180
H 11.51359 -1.45981 19.96782
H 18.97449 -3.20825 13.60390
H 20.67073 8.66382 16.95636
H 26.18577 3.12180 23.72940
H 7.61670 -4.82081 20.67931
H 20.84871 -5.54991 11.98491
H 17.46254 7.73459 18.21360
H 17.60556 -3.62996 26.64656
H 17.45577 -4.92839 28.85146
H 6.93438 -2.85767 22.50645
H 20.38211 8.50645 15.13411
H 13.05198 -1.77807 25.85847
H 20.20299 -4.33271 15.71357
H 23.64180 -6.40540 12.62248
H 17.49275 8.43854 11.37437
H 20.13062 1.72198 25.92249
H 9.89830 -3.66542 22.31583
H 17.56830 9.88970 15.68631
H 22.46070 -3.73725 15.12016
H 22.14421 -4.86949 11.04059
H 17.66817 -1.77833 21.07678
H 24.78300 2.19633 28.26306
H 12.16309 -5.92022 18.60625
H 24.35161 5.30063 27.65528
H 14.09558 7.84115 23.94995
H 15.25022 2.84946 26.06092
```

The calculation puts the highest occupied orbital energy at -0.358 Eh. As for the HOMO-LUMO gap: 4.56 eV. As for the net charge: +3. The molecular weight comes out at 1188.64 Da. As for the max |F|: 4.60 eV/Å.

Löwdin population analysis, charges in e, atoms 1 to 6: 0.51, 0.50, 0.10, 0.09, 0.11, 0.10


(2)
Density functional theory data (ωB97M-V/def2-TZVPD) for the molecule C4H5NS2.

```
12
C4H5NS2 | the OMol25 dataset | ωB97M-V/def2-TZVPD
S 1.69791 -2.07636 -0.09107
S -2.98968 -1.09460 -0.08088
N 1.64500 1.04815 -0.05703
C -0.38755 -0.17811 -0.04313
C -1.82431 0.00801 0.01251
C 0.34621 1.00177 -0.00655
C 0.19482 -1.48636 0.18116
H 2.18165 1.93351 0.03103
H -0.59463 -2.26762 0.39860
H 2.16629 0.14543 -0.22093
H -2.08444 1.05620 -0.16334
H -0.35128 1.90997 0.03962
```

Its energy above the lowest of the compared OMol25 structures with the same formula, charge and spin is 137.0 kJ/mol. The calculation puts the highest occupied orbital energy at -0.306 Eh. As for the HOMO-LUMO gap: 7.83 eV. The molecular weight comes out at 131.22 Da. As for the max |F|: 2.39 eV/Å.

Löwdin population analysis, charges in e, atoms 1 to 6: 0.67, 0.67, 0.11, -0.40, -0.69, -0.15


(3)
Density functional theory data (ωB97M-V/def2-TZVPD) for a structure of composition C12H19F6N4O7S2V.

```
51
C12H19F6N4O7S2V | the OMol25 dataset | ωB97M-V/def2-TZVPD
V 0.33441 -0.01044 0.17228
S 3.36390 -2.16370 3.03851
S 1.20148 -1.37328 2.14242
F -0.17442 -3.66410 2.18281
F 5.86479 -2.05215 2.32772
F 4.57423 -0.79010 1.12270
F 4.56136 -2.93789 0.83887
F 0.18619 -2.78007 4.13418
F -1.30949 -1.94776 2.82047
O -1.24593 -1.07899 -0.07961
O 0.27994 -0.03754 1.98238
O 2.37680 -3.14343 2.50472
O 0.23021 0.58442 -1.53698
O 4.00893 -2.32834 4.27650
O 1.30066 -1.59726 0.60778
O -1.34420 1.50703 0.12072
N -3.46790 -1.42822 -0.01037
N 1.96520 1.28539 0.37886
N 2.40605 -0.80523 2.91748
N -0.13044 2.03099 -3.24111
C -1.29042 2.31897 -1.06071
C -2.59289 0.83768 0.39687
C -0.17870 -2.59921 2.91085
C -0.36185 1.63717 -2.04426
C 0.80748 1.34481 -4.16279
C -0.84028 3.22418 -3.78531
C -3.32381 -2.87097 -0.30788
C -4.86152 -0.97748 0.20436
C 4.71711 -1.97858 1.71812
C 4.10942 2.55476 1.13724
C -2.44920 -0.63735 0.06938
C 2.90941 1.84787 0.70903
H 4.44789 2.10774 2.07287
H -3.58077 -3.42864 0.59104
H 1.61183 2.04213 -4.38723
H 1.18725 0.44111 -3.70193
H -2.31070 -3.08768 -0.62316
H -0.32603 3.52018 -4.69370
H -5.35406 -0.87015 -0.76037
H -1.86829 2.95480 -4.02082
H -0.79391 4.04136 -3.06896
H -3.40452 1.31451 -0.14873
H -4.89452 -0.04911 0.76653
H 0.25236 1.10843 -5.06809
H 4.87704 2.45384 0.37006
H -5.36375 -1.74689 0.78563
H 3.86353 3.60524 1.29410
H -2.28387 2.48557 -1.47721
H -4.02870 -3.11160 -1.10075
H -2.78263 0.95788 1.46586
H -0.87468 3.29009 -0.78033
```

Its energy above the lowest of the compared OMol25 structures with the same formula, charge and spin is 67.2 kJ/mol. The calculation puts the highest occupied orbital energy (alpha / beta) at -0.730 / -0.730 Eh. As for the HOMO-LUMO gap (alpha / beta): 7.71 / 8.33 eV. As for the net charge: +3. The multiplicity is 2. The molecular weight comes out at 560.37 Da. As for the max |F|: 1.10 eV/Å.

Löwdin population analysis, charges in e, atoms 1 to 6: 1.18, 0.78, 0.87, 0.25, 0.22, 0.14


(4)
Density functional theory data (ωB97M-V/def2-TZVPD) for a structure of composition C31H45BrN2OsP2.

```
82
C31H45BrN2OsP2 | the OMol25 dataset | ωB97M-V/def2-TZVPD
Os 0.19818 0.72721 0.57252
Br 3.49540 4.39717 1.29080
P -1.11803 -1.01442 -0.54461
P 0.12890 2.12114 -1.08886
N 2.47241 -5.50147 -2.29838
N -1.31209 0.84140 1.96283
C -1.47023 3.11822 -3.22984
C 2.18797 -5.47888 -0.99851
C -1.23123 -0.17964 6.01483
C -2.52093 -3.42180 0.33327
C 4.36577 1.56758 2.02535
C -2.32930 0.53615 5.48862
C 2.07262 3.02842 -2.95524
C -2.96353 -0.48210 -0.59207
C -0.46435 3.63445 -0.20372
C -1.34649 0.27013 3.34485
C 2.64203 -4.37613 -2.98702
C 2.21152 -3.04925 -1.01211
C -1.25559 -2.55590 0.54285
C 2.42946 -3.09405 -2.44088
C -0.92648 -2.96533 -2.77072
C 2.56991 -0.06404 1.70496
C 3.32074 2.50601 2.08426
C -3.89850 -1.10818 -1.65288
C -0.33440 -0.56165 3.82665
C 2.06813 2.22174 2.50885
C 1.99815 -1.01437 0.73291
C 2.16375 -1.90897 -0.16536
C 1.89261 2.31121 -1.60709
C -0.23509 -0.73879 5.20963
C -0.98718 1.85345 -2.52141
C 0.17274 4.93177 -0.69474
C 1.91224 -4.27815 -0.32921
C -0.76143 -1.47847 -2.35717
C 3.96206 0.24117 1.81164
C 1.62936 0.87734 2.26581
C -2.35657 0.78903 4.13059
H -3.16393 0.92604 6.08100
H -0.46625 -3.13464 -3.76771
H 5.40286 1.89197 2.13034
H 4.72134 -0.55783 1.74307
H -1.87549 1.32107 -2.14187
H 2.27229 1.27581 -1.66383
H -2.49205 -4.30386 0.99999
H 2.15397 -6.40194 -0.42115
H -1.26919 -2.12524 1.56770
H -2.93021 0.61824 -0.74766
H 1.51144 2.50829 -3.74340
H -1.23860 1.86517 2.01474
H -3.10374 1.39047 3.62316
H -1.21314 -0.31309 7.10084
H -0.05301 5.10526 -1.75122
H -0.53617 1.15783 -3.24841
H -3.37166 -0.65344 0.43295
H 0.65678 0.69504 2.78950
H 1.31701 2.93783 2.80595
H 1.51846 -4.27225 0.69627
H 2.97345 -4.47961 -4.02498
H -3.42564 -2.84391 0.58958
H -2.60520 -3.80305 -0.70162
H 0.28686 -1.14958 -2.47258
H -2.15845 2.87940 -4.05657
H -1.56832 3.68443 -0.24207
H -0.19294 3.46630 0.85752
H 1.26008 4.88936 -0.57912
H 3.13211 3.06117 -3.25475
H -1.99108 -3.26731 -2.86953
H -0.40074 -3.60892 -2.04074
H -2.19252 0.68609 1.48694
H 2.44676 -2.19961 -3.07659
H 0.59200 -1.31633 5.63551
H -3.50184 -0.90122 -2.65433
H 2.47091 2.79580 -0.79638
H -4.04893 -2.19047 -1.51370
H -0.62810 3.68091 -3.64421
H -0.18950 5.79605 -0.11732
H 1.71120 4.06517 -2.90485
H -2.00034 3.75951 -2.52064
H -1.36757 -0.83266 -3.02298
H -4.89629 -0.63909 -1.58839
H 0.39991 -1.01287 3.16387
H -0.32905 -3.15228 0.44626
```

Its energy above the lowest of the compared OMol25 structures with the same formula, charge and spin is 0.0 kJ/mol. The calculation puts the highest occupied orbital energy (alpha / beta) at -0.710 / -0.715 Eh. As for the HOMO-LUMO gap (alpha / beta): 5.96 / 4.14 eV. As for the net charge: +4. The multiplicity is 5. The molecular weight comes out at 777.80 Da. As for the max |F|: 4.05 eV/Å.

Löwdin population analysis, charges in e, atoms 1 to 6: 1.12, 0.78, 0.93, 0.77, 0.33, -0.08


E_tot, record by record: -127244.213 -27388.296 -96678.888 -126895.936 eV